Here is a 3-piece molecular cluster, C21H50N3O5P2 overall from OMol25. Energies are from wB97M-V/def2-TZVPD.

Each line ends with the Mulliken charge.
CARTESIAN COORDINATES (ANGSTROEM)
C -1.46 1.91 1.30  -1.6713
C -0.10 1.26 1.41  -0.0433
O 0.14 0.98 2.82  -0.3340
C -0.06 -0.03 0.63  -0.9437
P 0.51 0.27 -1.17  -0.0845
P 0.95 -2.00 -1.35  0.7508
N 0.05 -2.94 -0.44  -0.8292
O 0.81 -2.46 -2.93  -0.4967
O 2.53 -2.33 -0.96  -0.5558
H -1.56 2.63 2.11  0.4645
H -2.22 1.17 1.44  0.3827
H -1.58 2.43 0.36  0.3971
H 0.68 1.93 1.10  0.4603
H -0.59 0.38 3.06  0.2351
H -1.05 -0.45 0.60  0.3613
H 0.61 -0.69 1.16  0.2633
H 1.87 0.54 -0.71  0.0415
H 0.94 0.47 -2.56  0.0885
H -0.83 -0.07 -1.68  -0.3168
H 0.18 1.71 -1.09  0.0580
H -0.50 -3.60 -0.97  0.1870
H 0.51 -3.39 -2.90  0.2601
H 2.48 -2.59 -0.03  0.3424
C -1.66 -1.75 -8.44  -1.8240
C -2.54 -2.83 -7.78  1.7787
C -4.01 -2.57 -8.10  -1.2803
C -4.57 -1.35 -7.35  -0.4857
C -4.32 -1.46 -5.85  -1.3735
C -2.87 -1.77 -5.48  1.8788
N -2.34 -2.89 -6.31  0.4666
O -2.72 -4.03 -5.85  -0.6274
C -1.99 -0.51 -5.63  -1.7403
C -2.78 -2.13 -4.00  -1.8479
C -2.10 -4.15 -8.40  -1.8791
H -1.54 -1.96 -9.50  0.4805
H -2.08 -0.75 -8.38  0.3090
H -0.67 -1.73 -7.99  0.3610
H -4.60 -3.45 -7.83  0.3784
H -4.13 -2.43 -9.17  0.3545
H -4.13 -0.43 -7.74  0.3023
H -5.64 -1.28 -7.54  0.3951
H -4.62 -0.53 -5.35  0.3659
H -4.96 -2.25 -5.44  0.3912
H -0.94 -0.76 -5.50  0.3505
H -2.25 0.22 -4.86  0.4897
H -2.11 0.00 -6.59  0.2860
H -3.47 -2.94 -3.73  0.3513
H -3.04 -1.27 -3.39  0.4976
H -1.77 -2.44 -3.74  0.3729
H -1.04 -4.33 -8.21  0.4425
H -2.24 -4.10 -9.48  0.4246
H -2.67 -5.00 -8.03  0.3861
C 3.07 3.25 4.92  -1.9050
C 2.70 1.88 5.52  1.7431
C 1.24 1.89 5.96  -1.0604
C 0.99 2.75 7.20  -0.6346
C 1.93 2.36 8.35  -1.2727
C 3.40 2.30 7.95  1.7071
N 3.58 1.54 6.68  0.4829
O 3.57 0.27 6.91  -0.6131
C 3.99 3.72 7.83  -1.7499
C 4.19 1.62 9.06  -1.8485
C 2.89 0.88 4.40  -1.6856
H 2.69 3.31 3.90  0.4879
H 2.64 4.10 5.45  0.2911
H 4.15 3.38 4.88  0.3520
H 0.92 0.86 6.17  0.4367
H 0.62 2.23 5.13  0.2715
H 1.12 3.82 6.96  0.3078
H -0.04 2.64 7.52  0.4262
H 1.81 3.06 9.18  0.3726
H 1.62 1.38 8.73  0.3920
H 4.99 3.68 7.41  0.3683
H 4.05 4.18 8.81  0.4645
H 3.39 4.38 7.21  0.2964
H 3.77 0.65 9.33  0.3668
H 4.17 2.24 9.95  0.4242
H 5.23 1.47 8.77  0.4446
H 3.93 0.88 4.05  0.4581
H 2.25 1.14 3.56  0.2867
H 2.63 -0.14 4.69  0.3671

The total charge is -1. Its orbital gap (spin up / spin down) is 6.3 / 6.3 eV. The value obtained for the HOMO energy (spin up / spin down) is -3.89 / -3.89 eV. As for the multiplicity: 3. As for the total energy: -2053.1757 a.u.